Molecular formula: C28H49As2F12HfN7
Method: DFT, wB97M-V/def2-TZVPD

Computed properties:
- maximum force (eV/Å) = 11.406
- Kohn-Sham gap (eV) = 2.52
- lowest unoccupied orbital energy (eV) = -11.51
- calculated total energy (hartree) = -7197.0066
- energy relative to the best compared isomer or geometry (same formula, charge and spin) (kJ/mol) = 73.3
- net charge = +2

Atoms and positions in Å:
1 Hf -20.03886 10.65502 -6.25389
2 As -18.34033 13.00951 -9.50229
3 F -17.71652 14.20780 -10.57389
4 F -17.29072 11.74944 -10.09661
5 F -19.12630 11.86967 -8.29951
6 F -19.42794 14.23651 -8.78712
7 F -19.61218 12.63910 -10.62462
8 F -17.19409 13.34060 -8.25397
9 As -21.04779 8.54941 -9.65565
10 F -19.58122 7.62054 -9.40805
11 F -20.51296 9.60622 -8.21098
12 F -22.46134 9.54047 -9.73685
13 F -21.48825 7.57650 -11.01166
14 F -21.83559 7.47063 -8.54951
15 F -20.17939 9.69314 -10.61813
16 C -21.98390 11.42977 -12.68688
17 C -20.94957 11.08145 -13.77417
18 C -21.53928 10.10348 -14.80868
19 C -22.62251 10.54597 -15.67172
20 N -23.44976 10.86280 -16.40003
21 H -21.91345 10.97132 -11.70345
22 H -22.98051 11.35487 -13.13006
23 H -21.95719 12.50423 -12.46914
24 H -20.00186 10.79399 -13.32467
25 H -20.78916 12.04147 -14.27181
26 H -21.87096 9.29043 -14.15379
27 H -20.79285 9.62501 -15.44533
28 C -13.12359 11.50615 -7.61757
29 C -14.49706 11.01972 -7.15852
30 C -15.18854 12.02421 -6.22688
31 C -16.59711 11.81273 -6.09357
32 N -17.72339 11.64113 -5.97008
33 H -13.05929 12.33941 -8.31640
34 H -12.56278 10.69534 -8.08744
35 H -12.45987 11.75102 -6.78319
36 H -14.29123 10.04404 -6.71553
37 H -15.12508 10.79683 -8.02465
38 H -14.97827 13.07077 -6.45893
39 H -14.71802 11.90664 -5.24360
40 C -21.43723 17.86103 -5.86545
41 C -21.08137 16.48568 -6.45769
42 C -20.05990 15.70323 -5.58319
43 C -19.98685 14.28921 -5.86548
44 N -19.93096 13.16481 -6.08545
45 H -22.27612 18.26241 -6.43080
46 H -20.57400 18.45467 -6.18029
47 H -21.59850 17.99691 -4.80015
48 H -20.63577 16.55607 -7.44911
49 H -22.01713 15.93317 -6.57573
50 H -20.41527 15.82006 -4.55576
51 H -19.06144 16.13085 -5.68559
52 C -16.84074 8.78520 -11.00115
53 C -16.55297 7.51473 -10.20294
54 C -16.58986 7.63295 -8.65777
55 C -17.44471 8.64104 -8.04277
56 N -18.04525 9.45038 -7.48690
57 H -16.19737 9.61215 -10.69661
58 H -17.85491 9.12035 -10.78154
59 H -16.79174 8.62293 -12.07455
60 H -15.55428 7.14198 -10.43169
61 H -17.24023 6.73469 -10.52746
62 H -15.59679 7.97933 -8.35312
63 H -16.82819 6.65359 -8.24504
64 C -15.79360 13.19764 -13.39650
65 C -15.68274 13.98492 -14.69966
66 C -14.54312 13.60626 -15.67190
67 C -14.46690 12.15577 -15.77490
68 N -14.41748 11.00955 -15.81506
69 H -16.42379 13.74579 -12.69684
70 H -14.86988 12.87193 -12.91938
71 H -16.35136 12.27840 -13.59853
72 H -15.71254 15.04856 -14.43926
73 H -16.65715 13.98624 -15.19930
74 H -13.60952 14.00046 -15.26921
75 H -14.70164 14.09368 -16.63160
76 C -20.21016 17.57388 -14.16954
77 C -19.63248 16.88302 -12.96241
78 C -20.16891 15.51502 -12.55188
79 C -21.62138 15.43722 -12.26180
80 N -22.73521 15.38965 -11.98139
81 H -20.16189 17.10956 -15.15397
82 H -19.59841 18.46836 -14.32016
83 H -21.22567 17.92139 -13.97037
84 H -19.65059 17.48509 -12.05037
85 H -18.56015 16.79650 -13.16511
86 H -19.64128 15.13885 -11.68320
87 H -20.03754 14.79377 -13.36387
88 C -24.72765 12.22411 -10.52425
89 C -24.48587 13.22971 -9.39344
90 C -23.03157 13.64480 -9.09484
91 C -22.27450 12.65213 -8.38730
92 N -21.63802 11.89179 -7.80629
93 H -25.76804 11.94785 -10.66459
94 H -24.12749 11.34124 -10.28344
95 H -24.33081 12.58563 -11.47377
96 H -24.93218 12.84570 -8.47124
97 H -25.02768 14.16314 -9.55014
98 H -23.06961 14.67570 -8.74501
99 H -22.48584 13.76045 -10.04537

Cartesian forces (eV/Å) of the 6 atoms listed first:
Hf 3.913 4.843 -9.557
As -0.400 1.463 -1.527
F 0.080 -0.512 0.548
F -0.937 0.573 0.567
F -0.361 -1.362 1.088
F 0.524 -0.667 -0.108